1.
# C7H14O

A cluster of 2 separate species, C7H14O in total (wB97M-V/def2-TZVPD, OMol25).

Geometry as XYZ:
```
22
Properties=species:S:1:pos:R:3:lowdin_charge:R:1
C 1.79963 2.17659 -0.12100 -0.08
C 0.29629 2.13009 -0.48297 -0.22
C -0.22088 0.72076 -0.54864 -0.31
C -0.87662 0.08376 0.42402 -0.07
C -0.85788 0.61265 1.80414 -0.18
C -0.90056 -0.11259 2.91816 0.00
C 0.11519 0.02810 -1.85304 -0.05
H 2.05573 1.43712 0.62165 0.08
H 1.99472 3.16015 0.31292 0.07
H 2.44270 2.20043 -0.99835 0.07
H -0.21214 2.66879 0.30435 0.08
H 0.04349 2.70107 -1.37694 0.11
H -1.33193 -0.89210 0.35605 0.11
H -0.68364 1.67466 1.89960 0.09
H -0.68003 0.40468 3.84782 0.05
H -1.04162 -1.17869 3.02641 0.05
H -0.43376 -0.88803 -2.06379 0.07
H 1.17444 -0.21989 -1.73671 0.08
H -0.01149 0.69987 -2.70365 0.08
H -1.60916 -5.51594 -1.39019 0.03
H -0.10513 -5.84605 -1.31846 0.03
O -0.95731 -6.04543 -0.92136 -0.06
```

As for the gap between HOMO and LUMO: 9.07 eV. As for the SMILES: C=C/C=C(/C)CC.O. Its energy above the lowest of the compared OMol25 structures with the same formula, charge and spin is 38.0 kcal per mole. The calculation puts the highest occupied orbital energy at -8.39 eV.

2.
# C2H12NO2

A cluster of 3 separate species, C2H12NO2 in total (wB97M-V/def2-TZVPD, OMol25).

Geometry as XYZ:
```
17
Properties=species:S:1:pos:R:3:lowdin_charge:R:1
C -0.31158 -0.82196 0.29903 0.01
N -0.40176 0.35328 -0.75315 -0.08
C -0.61821 1.71935 -0.19099 -0.03
H -0.18572 -1.71755 -0.34336 0.11
H -1.24806 -0.78622 0.84443 0.07
H 0.63926 -0.69071 0.91857 0.12
H 0.28685 0.23297 -1.52893 0.10
H -1.40264 0.09171 -1.18875 0.22
H 0.17409 1.92632 0.52425 0.09
H -0.59656 2.57028 -0.89622 0.11
H -1.47983 1.50463 0.52249 0.13
H -0.06622 -1.95765 3.35124 0.03
H -1.47781 -1.31676 3.63079 0.06
O -0.63193 -1.22652 3.18347 -0.04
H 2.05899 0.04321 -3.56242 0.11
H 2.50828 0.56175 -2.20029 0.02
O 1.77948 0.18662 -2.61447 -0.03
```

As for the gap between HOMO and LUMO: 11.77 eV. As for the charge: +1. Its energy above the lowest of the compared OMol25 structures with the same formula, charge and spin is 33.3 kcal per mole. The calculation puts the highest occupied orbital energy at -14.95 eV.

3.
# C40H47AlCl2F40NO8

A structure of composition C40H47AlCl2F40NO8 (wB97M-V/def2-TZVPD, OMol25).

Geometry as XYZ:
```
139
Properties=species:S:1:pos:R:3:lowdin_charge:R:1
C 2.60107 -2.92959 -0.27208 0.01
C 2.29992 -1.82907 0.72904 -0.57
O 1.27459 -1.82756 1.31435 0.09
N 3.28627 -0.84422 0.87344 0.07
C 4.26739 -1.06891 1.80588 -0.60
C 3.91073 -1.79156 3.09638 0.01
O 5.35367 -0.63818 1.66548 0.06
Al 2.52143 0.96468 0.99942 0.33
C 0.78783 0.89485 -0.01037 -0.20
C -0.55274 0.76272 0.75801 -0.26
C -1.89321 0.51207 -0.03764 -0.40
C -1.77814 0.73922 -1.55458 -0.10
C -3.07212 1.37617 0.53357 -0.08
C 3.76187 2.11199 -0.06730 -0.17
C 3.44004 3.61390 -0.09848 -0.47
C 4.69422 4.51974 -0.17781 -0.07
O 2.62992 4.03832 1.03249 -0.09
C 2.51512 1.38143 3.02127 -0.65
Cl 1.05537 1.02274 3.92456 0.56
C 3.57437 1.81520 3.73377 -0.80
C 4.96061 2.16798 3.16335 -0.12
Cl 3.51856 1.99869 5.48973 0.56
H 1.68899 -3.13964 -0.85056 0.06
H 2.86038 -3.84317 0.30619 0.10
H 3.44024 -2.68703 -0.93939 0.09
H 4.61956 -2.63150 3.25304 0.09
H 4.06450 -1.05564 3.90311 0.08
H 2.86618 -2.14599 3.13198 0.08
H 0.76402 1.81745 -0.63833 0.06
H 0.88417 0.04557 -0.72964 0.06
H -0.45287 -0.06609 1.47840 0.07
H -0.68135 1.67796 1.37704 0.07
H -2.16637 -0.55651 0.12067 0.12
H -1.07611 0.02645 -2.03136 0.07
H -2.76572 0.63033 -2.04523 0.06
H -1.41152 1.76167 -1.77512 0.08
H -3.02647 1.41718 1.63761 0.07
H -4.07384 1.00295 0.24280 0.06
H -2.99517 2.41377 0.14744 0.06
H 4.82762 1.95177 0.18675 0.05
H 3.63130 1.69355 -1.09321 0.07
H 2.80443 3.81763 -0.98702 0.13
H 5.46672 4.16890 0.52922 0.05
H 5.13294 4.47475 -1.19894 0.08
H 4.46831 5.58145 0.04974 0.08
H 3.21635 4.37435 1.71014 0.06
H 5.65241 2.45335 3.97562 0.06
H 4.88517 3.01679 2.45790 0.05
H 5.40998 1.32756 2.61129 0.06
C 10.97549 5.78650 0.32120 -0.04
C 9.97035 5.65534 1.46799 -0.44
C 8.82942 4.64556 1.29588 -0.31
F 8.05924 5.01110 0.25686 0.10
F 8.08745 4.64942 2.41765 0.11
F 9.47479 6.85634 1.80958 0.15
F 10.69949 5.16442 2.52228 0.09
O 10.76513 6.87426 -0.54928 0.06
C 10.03574 6.77273 -1.67940 -0.57
C 8.84871 7.75283 -1.67230 -0.29
F 8.04818 7.49810 -0.62562 0.11
F 8.15170 7.57950 -2.81332 0.10
F 9.63210 5.52657 -1.92983 0.17
F 10.82199 7.16459 -2.71824 0.13
H 11.92069 6.00643 0.81685 0.15
H 11.07687 4.84060 -0.21276 0.15
H 9.22702 3.64220 1.12722 0.18
H 9.22144 8.77639 -1.62026 0.17
C -0.28417 -5.55214 -0.62126 -0.02
C 0.38103 -5.60093 -2.00029 -0.44
C -0.29936 -6.43937 -3.08906 -0.31
F -0.30936 -7.73922 -2.72915 0.09
F 0.40597 -6.31890 -4.23198 0.10
F 1.67414 -5.95733 -1.90336 0.14
F 0.30541 -4.31885 -2.47462 0.10
O 0.26986 -6.42085 0.34493 0.07
C -0.15433 -7.67874 0.51768 -0.56
C 0.98782 -8.69965 0.37366 -0.29
F 1.53765 -8.60482 -0.84905 0.11
F 0.46603 -9.93824 0.51771 0.09
F -1.16921 -8.00216 -0.30243 0.13
F -0.61001 -7.82725 1.78940 0.14
H -0.07535 -4.55160 -0.24198 0.14
H -1.36614 -5.67037 -0.70985 0.14
H -1.32232 -6.09495 -3.25495 0.17
H 1.73831 -8.52398 1.14469 0.18
C -7.97757 0.72616 -4.53378 -0.04
C -7.06253 0.11138 -3.47177 -0.44
C -6.72517 0.96534 -2.24320 -0.32
F -6.05081 2.06226 -2.62791 0.10
F -5.95477 0.23680 -1.41796 0.10
F -5.93494 -0.36044 -4.02638 0.15
F -7.77751 -0.94302 -2.95873 0.09
O -7.32544 1.25888 -5.66313 0.06
C -6.95717 2.55391 -5.75000 -0.57
C -5.43888 2.69612 -5.96012 -0.29
F -4.78019 2.13556 -4.93506 0.11
F -5.14418 4.01113 -6.00935 0.10
F -7.37074 3.28350 -4.71152 0.16
F -7.53016 3.07516 -6.86780 0.13
H -8.54909 -0.11918 -4.91623 0.15
H -8.67138 1.43623 -4.08146 0.15
H -7.63885 1.25947 -1.72134 0.17
H -5.15318 2.21945 -6.89839 0.17
C -1.03868 4.67865 2.51104 -0.02
C -0.71670 5.50339 3.75107 -0.44
C -1.44641 5.13861 5.04633 -0.30
F -2.77831 5.33203 4.89994 0.09
F -1.01353 5.94848 6.04170 0.09
F -0.86617 6.82947 3.51170 0.13
F 0.59207 5.26693 4.03382 0.11
O -1.93343 5.31514 1.62615 0.06
C -3.25997 5.18385 1.62035 -0.58
C -3.93014 6.56001 1.73700 -0.29
F -3.58114 7.14748 2.89628 0.10
F -5.27440 6.39298 1.73000 0.09
F -3.75247 4.34810 2.53802 0.16
F -3.60104 4.70835 0.39225 0.12
H -0.10897 4.61561 1.94743 0.15
H -1.32976 3.65870 2.76920 0.14
H -1.24506 4.09921 5.31278 0.17
H -3.63498 7.18441 0.89355 0.17
C -5.89791 -9.84270 -0.64417 -0.04
C -5.26235 -8.63112 -1.33027 -0.44
C -4.27878 -7.79013 -0.50946 -0.31
F -4.91159 -7.21842 0.52943 0.11
F -3.79294 -6.81365 -1.30951 0.09
F -6.20102 -7.83940 -1.87682 0.15
F -4.49111 -9.15371 -2.33599 0.10
O -7.20249 -9.64598 -0.15060 0.06
C -7.45125 -9.24726 1.11417 -0.57
C -8.25181 -7.93272 1.14029 -0.29
F -7.56369 -6.96421 0.51288 0.11
F -8.43725 -7.57630 2.42665 0.10
F -6.34699 -9.15376 1.85724 0.16
F -8.25786 -10.17426 1.69410 0.13
H -6.01033 -10.57446 -1.44387 0.15
H -5.22523 -10.25568 0.10892 0.15
H -3.45092 -8.40607 -0.15046 0.16
H -9.21712 -8.08242 0.65576 0.17
```

As for the gap between HOMO and LUMO: 7.31 eV. As for the charge: -1. The calculation puts the highest occupied orbital energy at -5.64 eV.

4.
# H32NO14

A cluster of 15 separate species, H32NO14 in total (wB97M-V/def2-TZVPD, OMol25).

Geometry as XYZ:
```
47
Properties=species:S:1:pos:R:3:lowdin_charge:R:1
N -14.70600 10.41700 -15.43900 0.35
H -14.30400 9.49400 -15.62200 0.12
H -14.63700 10.82800 -14.50500 0.10
H -15.65700 10.32300 -15.57300 0.04
H -14.42600 11.09100 -16.12900 0.09
O -14.75900 9.36500 -18.21900 0.00
H -14.37900 8.53900 -18.42400 0.04
H -14.90600 9.79900 -19.03800 0.06
O -16.35100 9.51600 -12.91500 -0.05
H -17.24200 9.75000 -12.57200 0.09
H -15.79300 9.17700 -12.21600 0.06
O -13.14600 10.48900 -12.58200 -0.03
H -13.86300 10.99700 -12.27700 -0.01
H -12.42100 10.75300 -12.01700 0.10
O -12.81700 7.86200 -13.11800 -0.09
H -12.83800 8.81500 -12.83400 -0.01
H -13.68400 7.59400 -13.41700 -0.04
O -12.31100 13.09300 -17.10600 -0.09
H -11.73400 13.82000 -16.85900 0.03
H -12.25300 12.43600 -16.34700 0.01
O -15.40800 11.71300 -11.52600 -0.07
H -16.04500 11.17800 -11.02600 0.06
H -15.82500 12.04900 -12.34400 0.00
O -11.99300 9.79300 -17.66100 -0.05
H -11.48700 9.68000 -18.49400 0.09
H -12.89700 9.70300 -17.92900 -0.03
O -15.57300 12.42500 -17.49100 -0.03
H -15.14300 13.16400 -17.04200 0.05
H -16.48300 12.70700 -17.41500 0.04
O -12.79100 7.37800 -16.27300 -0.11
H -12.27700 8.11600 -16.73600 0.02
H -12.08400 6.71900 -16.09100 0.06
O -18.16600 11.13200 -15.13700 -0.03
H -18.77700 10.45600 -14.80900 0.08
H -18.15200 11.29400 -16.07400 0.06
O -11.89900 11.42000 -14.78000 -0.03
H -12.23800 11.55400 -13.90300 0.01
H -11.58900 10.52200 -14.78600 0.05
O -15.21400 7.48000 -14.31000 -0.04
H -15.90600 7.96800 -13.87300 0.00
H -15.73300 6.80300 -14.73500 0.06
O -16.99600 8.44900 -16.50200 0.00
H -16.33200 7.81400 -16.49300 -0.01
H -17.75100 7.99800 -16.79900 0.03
O -16.24300 12.62200 -14.02300 -0.05
H -17.07200 12.18500 -14.26200 0.00
H -16.53300 13.51300 -14.23100 0.08
```

As for the gap between HOMO and LUMO: 9.42 eV. As for the charge: +1. Its energy above the lowest of the compared OMol25 structures with the same formula, charge and spin is 17.5 kcal per mole. The calculation puts the highest occupied orbital energy at -12.49 eV.